1.
{"formula": "C40H44N6O3P2S3Se2V", "method": "ωB97M-V/def2-TZVPD", "spin_multiplicity": 4, "relative_energy_kj_mol": 28.3, "total_charge": 0, "species": ["V", "C", "C", "S", "C", "C", "S", "C", "C", "S", "H", "H", "H", "H", "H", "H", "H", "H", "H", "H", "H", "H", "C", "C", "C", "O", "C", "O", "O", "H", "H", "H", "H", "H", "H", "H", "Se", "P", "C", "C", "C", "C", "C", "C", "C", "C", "C", "C", "C", "C", "C", "C", "N", "N", "N", "P", "Se", "C", "C", "C", "C", "C", "C", "C", "C", "C", "C", "C", "C", "H", "H", "H", "H", "H", "H", "H", "H", "H", "H", "H", "H", "H", "H", "H", "H", "H", "H", "H", "H", "N", "C", "C", "N", "C", "C", "N", "H", "H", "H", "H", "H"], "xyz": [[-0.3743, 1.9883, 2.1192], [2.2147, 3.8760, 3.0705], [1.0629, 4.6738, 3.6663], [-0.5004, 3.7633, 3.8288], [-1.6437, 4.9399, 3.0643], [-1.4123, 5.2479, 1.5976], [-1.2459, 3.7377, 0.5934], [0.2071, 4.1634, -0.4013], [1.5092, 4.3288, 0.3703], [1.8716, 2.9763, 1.5326], [2.4987, 3.0951, 3.7747], [3.0643, 4.5378, 2.8958], [0.8571, 5.5662, 3.0740], [1.3460, 4.9838, 4.6712], [-1.6242, 5.8641, 3.6460], [-2.6313, 4.4971, 3.2122], [-0.5245, 5.8651, 1.4637], [-2.2587, 5.8070, 1.1961], [-0.0167, 5.0806, -0.9495], [0.2675, 3.3616, -1.1375], [1.5136, 5.2611, 0.9357], [2.3316, 4.3820, -0.3445], [2.3793, -0.0515, 4.7612], [0.8796, 0.1657, 4.7054], [0.1267, -1.1162, 5.0259], [0.5022, 0.5439, 3.3468], [0.4574, 1.3743, 5.5820], [-0.5117, 1.2386, 6.3484], [1.0993, 2.4239, 5.3212], [2.6846, -0.8270, 4.0570], [2.6615, -0.3675, 5.7672], [2.9068, 0.8737, 4.5348], [0.5263, -1.9530, 4.4483], [-0.9342, -1.0096, 4.8027], [0.2144, -1.3348, 6.0888], [0.4428, -0.2666, 2.7686], [3.7087, -2.4229, -1.3709], [1.6534, -2.8082, -1.6517], [1.0694, -4.3968, -1.0020], [-0.2933, -4.6383, -0.8456], [-0.7322, -5.8553, -0.3555], [0.1911, -6.8355, -0.0099], [1.5471, -6.5926, -0.1531], [1.9892, -5.3725, -0.6470], [1.2910, -2.8512, -3.4351], [0.5798, -3.9042, -4.0034], [0.4941, -4.0272, -5.3831], [1.1042, -3.0950, -6.2067], [1.8120, -2.0403, -5.6457], [1.9209, -1.9308, -4.2712], [0.6661, -1.6275, -0.6782], [-0.0456, -0.4295, -0.8086], [-0.2017, 0.0686, 0.4507], [0.2947, -0.8498, 1.2688], [0.8346, -1.8461, 0.6370], [-0.6615, 0.4217, -2.2596], [-2.2193, 1.8089, -1.9345], [-1.3222, -0.8873, -3.3216], [-2.1622, -1.8214, -2.7204], [-2.8911, -2.7062, -3.4959], [-2.8064, -2.6479, -4.8795], [-1.9761, -1.7153, -5.4818], [-1.2310, -0.8389, -4.7072], [0.7858, 1.2158, -3.0019], [2.0157, 1.1948, -2.3498], [3.1011, 1.8755, -2.8852], [2.9633, 2.5791, -4.0703], [1.7308, 2.6236, -4.7135], [0.6428, 1.9606, -4.1735], [-1.0122, -3.8709, -1.1007], [-1.7915, -6.0385, -0.2324], [-0.1498, -7.7850, 0.3813], [2.2676, -7.3495, 0.1273], [3.0465, -5.1623, -0.7496], [0.1105, -4.6506, -3.3781], [-0.0502, -4.8589, -5.8110], [1.0416, -3.1976, -7.2823], [2.3091, -1.3175, -6.2800], [2.5471, -1.1616, -3.8445], [-2.2648, -1.8379, -1.6412], [-3.5390, -3.4315, -3.0211], [-3.3864, -3.3308, -5.4864], [-1.8987, -1.6731, -6.5597], [-0.5758, -0.1294, -5.1924], [2.1475, 0.6248, -1.4379], [4.0554, 1.8372, -2.3773], [3.8115, 3.1026, -4.4919], [1.6150, 3.1881, -5.6291], [-0.3279, 2.0470, -4.6459], [-3.9134, 0.2278, 5.6980], [-3.6830, 0.3865, 4.3672], [-2.5066, 1.0420, 3.9588], [-2.2461, 1.2215, 2.6790], [-3.1278, 0.7725, 1.7669], [-4.2748, 0.1390, 2.1962], [-4.5644, -0.0639, 3.4829], [-3.1292, 0.3262, 6.3272], [-4.6394, -0.4186, 5.9556], [-1.7901, 1.3804, 4.6988], [-2.8932, 0.9145, 0.7205], [-4.9879, -0.2311, 1.4700]]}

=====

2.
{"formula": "C13H26Cl4F3NO6V", "method": "ωB97M-V/def2-TZVPD", "spin_multiplicity": 1, "total_charge": -1, "species": ["O", "V", "O", "C", "C", "O", "H", "H", "H", "H", "H", "C", "O", "O", "C", "F", "F", "F", "C", "C", "H", "H", "H", "H", "H", "H", "C", "C", "O", "N", "C", "H", "H", "H", "H", "H", "H", "H", "Cl", "C", "C", "Cl", "H", "H", "H", "H", "Cl", "C", "C", "Cl", "H", "H", "H", "H"], "xyz": [[-0.9775, 0.1480, 0.8483], [-0.6052, -0.1329, -0.6563], [-0.0529, 1.2248, -1.2980], [-2.8201, 0.2578, -2.9423], [-2.4570, -1.0253, -2.2024], [-1.8768, -0.8472, -0.9208], [-1.8524, 0.7153, -3.1480], [-3.4613, 0.9492, -2.3956], [-3.0684, -0.0331, -3.9629], [-1.8154, -1.6218, -2.8510], [-3.2761, -1.7444, -2.2024], [0.9454, -1.9002, -0.3656], [1.2674, -0.6418, 0.2895], [0.1748, -1.5616, -1.5088], [2.1149, -2.9956, -0.3515], [1.5786, -4.1869, -0.1968], [2.7196, -3.2216, -1.5334], [3.1165, -2.7613, 0.5466], [2.2757, 0.2468, -0.0337], [2.0286, 1.6237, 0.6542], [1.2104, 2.1683, 0.1829], [1.6129, 1.5071, 1.6551], [2.8597, 2.3269, 0.7068], [2.3288, 0.3848, -1.1136], [3.2556, -0.1939, 0.1494], [0.2013, -2.2422, 0.3538], [2.8941, 1.4296, 4.5298], [1.4662, 1.0920, 4.0936], [0.5826, 1.8918, 4.4355], [1.3136, -0.0111, 3.4629], [0.0993, -0.3943, 2.8274], [3.1584, 1.1834, 5.5583], [3.2484, 2.4549, 4.4236], [3.5837, 0.9097, 3.8648], [2.0205, -0.7314, 3.4232], [0.1199, -1.2204, 2.1165], [-0.3785, 0.4387, 2.3116], [-0.5946, -0.7784, 3.5750], [-2.7702, 2.1334, -0.4871], [-3.3461, 0.9581, 0.7097], [-4.8636, 0.5601, 0.8144], [-5.8591, 1.9707, 1.3585], [-2.9758, 1.2704, 1.6861], [-2.9089, -0.0193, 0.5057], [-5.0484, -0.2477, 1.5225], [-5.0395, 0.1861, -0.1942], [-0.2076, 1.4918, -4.2487], [0.6347, -0.0640, -3.9928], [1.7726, -0.0070, -2.9621], [3.2511, 0.8543, -3.5546], [1.1508, -0.4377, -4.8771], [-0.1763, -0.7552, -3.7633], [2.1194, -1.0237, -2.7772], [1.3265, 0.4224, -2.0651]]}

=====

Sequential calculated total energy output: -9729.1957; -4101.3774 Eh